<one>
This record from OMol25 describes a cluster of 2 separate species, C3H4O2S2 in total. The level of theory is ωB97M-V/def2-TZVPD.

Properties
HOMO level = -9.1 eV
SMILES = O=C(S)S.C=C=O

ORCA input file:
```
! wB97M-V def2-TZVPD RIJCOSX def2/J DEFGRID3
* xyz 0 1
O -0.033 -0.972 1.695
C -0.442 -0.963 0.577
S 0.240 -1.813 -0.858
S -2.058 -0.297 0.112
H -0.630 -1.174 -1.834
H -2.538 0.053 1.324
C 0.517 1.107 -0.272
C 1.805 0.894 -0.055
O 2.891 0.536 0.065
H -0.012 1.673 0.481
H 0.260 0.954 -1.236
*
```

=====

<two>
This record from OMol25 describes the molecule C3H4O2S2. The level of theory is ωB97M-V/def2-TZVPD.

Properties
HOMO level = -9.1 eV
SMILES = O=CSCC(O)=S

ORCA input file:
```
! wB97M-V def2-TZVPD RIJCOSX def2/J DEFGRID3
* xyz 0 1
O 3.070 -0.821 -0.671
C 1.918 -0.831 -0.289
S 1.252 0.649 0.281
C -0.409 0.273 0.871
C -1.470 0.269 -0.202
O -1.268 1.095 -1.230
S -2.782 -0.758 -0.117
H 1.139 -1.545 -0.380
H -0.366 -0.655 1.359
H -0.786 0.988 1.622
H -0.298 1.336 -1.246
*
```

=====

<three>
This record from OMol25 describes the molecule C3H4O2S2. The level of theory is ωB97M-V/def2-TZVPD.

Properties
HOMO level = -9.4 eV
SMILES = O=[S@@]1(=S)C=CCO1

ORCA input file:
```
! wB97M-V def2-TZVPD RIJCOSX def2/J DEFGRID3
* xyz 0 1
O 1.719 -1.693 -1.090
S 1.376 -0.496 -0.393
S 2.566 0.873 0.206
C -0.145 0.472 -1.208
C -1.034 0.490 -0.242
C -0.792 -0.304 0.957
O 0.454 -0.885 0.891
H 0.197 1.193 -1.868
H -1.911 1.017 -0.288
H -0.963 0.477 1.867
H -1.466 -1.144 1.169
*
```

=====

Winner for stability: <two>

=====

<one>
This record from OMol25 describes a structure of composition C15H21NO4. The level of theory is ωB97M-V/def2-TZVPD.

Properties
HOMO level = -8.7 eV

ORCA input file:
```
! wB97M-V def2-TZVPD RIJCOSX def2/J DEFGRID3
* xyz 0 1
C 1.839 -3.910 5.137
H 1.135 -3.264 5.602
H 2.569 -4.117 5.639
H 1.280 -4.932 4.883
C 2.262 -3.497 3.649
C 3.325 -4.245 3.106
H 3.738 -3.726 2.233
H 4.020 -4.478 3.670
H 2.718 -5.284 2.861
C 1.011 -3.097 2.865
C -0.147 -2.051 3.655
O -1.130 -1.846 2.667
C -0.656 -1.020 1.409
C 0.398 -0.144 1.412
C 0.547 0.539 0.234
C -0.320 0.871 -0.527
C -1.472 0.158 -0.506
C -1.687 -0.679 0.687
H -2.851 -1.178 0.751
H -2.411 0.369 -1.024
C -0.296 1.653 -1.818
H 0.702 2.385 -1.497
C -1.470 2.828 -1.740
O -2.084 3.041 -2.601
O -1.813 3.325 -0.711
H -0.964 3.213 -0.061
C -0.040 0.897 -3.221
C 0.306 1.836 -4.187
O 1.766 1.809 -4.321
N -0.345 2.565 -4.972
H -1.471 2.646 -4.607
H -0.077 3.026 -5.685
H 0.403 0.115 -2.957
H -1.091 0.571 -3.479
H 1.603 1.122 0.149
H 1.129 -0.214 2.130
H -0.652 -2.639 4.252
H 0.643 -0.998 3.997
H 0.440 -4.026 2.784
H 1.298 -2.688 2.143
H 2.805 -2.239 4.011
*
```

=====

<two>
This record from OMol25 describes the molecule C15H21NO4. The level of theory is ωB97M-V/def2-TZVPD.

Properties
HOMO level = -8.4 eV
SMILES = CCCCOCCCNC(=O)c1ccc2c(c1)OCO2

ORCA input file:
```
! wB97M-V def2-TZVPD RIJCOSX def2/J DEFGRID3
* xyz 0 1
C 5.248 3.141 -3.314
C 5.086 2.084 -2.229
C 3.847 1.221 -2.456
C 3.650 0.202 -1.329
O 3.537 0.779 -0.043
C 2.314 1.416 0.249
C 1.183 0.436 0.583
C -0.071 1.181 1.041
N -1.168 0.281 1.307
C -2.171 0.090 0.413
O -2.252 0.718 -0.625
C -3.179 -0.941 0.802
C -3.858 -1.584 -0.226
C -4.821 -2.556 0.020
C -5.086 -2.848 1.337
C -4.421 -2.193 2.377
C -3.463 -1.240 2.141
O -4.885 -2.661 3.577
C -5.865 -3.628 3.264
O -5.977 -3.742 1.861
H 6.138 3.739 -3.134
H 4.386 3.805 -3.335
H 5.341 2.672 -4.292
H 5.005 2.565 -1.253
H 5.969 1.442 -2.208
H 2.967 1.863 -2.535
H 3.939 0.673 -3.396
H 2.780 -0.430 -1.552
H 4.533 -0.439 -1.260
H 2.526 2.038 1.124
H 1.999 2.072 -0.572
H 1.527 -0.242 1.368
H 0.932 -0.160 -0.296
H 0.142 1.762 1.944
H -0.411 1.857 0.252
H -1.060 -0.365 2.071
H -3.621 -1.305 -1.241
H -5.342 -3.056 -0.779
H -2.991 -0.728 2.964
H -5.573 -4.601 3.690
H -6.835 -3.322 3.687
*
```

=====

Winner for stability: <two>

=====

<one>
This record from OMol25 describes a cluster of 2 separate species, C4H10O2S in total. The level of theory is ωB97M-V/def2-TZVPD.

Properties
HOMO level = -9.4 eV
SMILES = O=CCCCS.O

ORCA input file:
```
! wB97M-V def2-TZVPD RIJCOSX def2/J DEFGRID3
* xyz 0 1
O 2.950 -1.705 -1.107
C 2.313 -1.485 -0.115
C 0.822 -1.206 -0.091
C 0.478 0.088 -0.801
C -1.024 0.305 -0.973
S -1.527 1.880 -1.789
H 2.836 -1.380 0.858
H 0.464 -1.270 0.931
H 0.352 -2.068 -0.599
H 0.889 0.939 -0.254
H 0.804 0.109 -1.835
H -1.570 0.447 -0.036
H -1.537 -0.460 -1.550
H -2.311 2.336 -0.808
O -0.916 1.121 2.874
H -1.769 1.130 3.325
H -1.255 1.218 1.969
*
```

=====

<two>
This record from OMol25 describes a cluster of 2 separate species, C4H10O2S in total. The level of theory is ωB97M-V/def2-TZVPD.

Properties
HOMO level = -9.3 eV
SMILES = O=CCCCS.O

ORCA input file:
```
! wB97M-V def2-TZVPD RIJCOSX def2/J DEFGRID3
* xyz 0 1
O 0.122 2.726 1.456
C -0.807 2.388 0.771
C -1.338 0.975 0.872
C -0.396 -0.052 0.300
C -0.869 -1.462 0.565
S 0.505 -2.920 0.139
H -1.426 3.153 0.106
H -2.468 0.868 0.257
H -1.698 0.842 1.939
H -0.308 0.122 -0.869
H 0.625 0.031 0.694
H -1.709 -1.802 -0.054
H -0.961 -1.708 1.669
H 0.574 -2.390 -1.097
O 1.845 1.580 -3.111
H 2.781 1.252 -3.400
H 1.228 0.820 -3.270
*
```

=====

Winner for stability: <one>

=====

<one>
This record from OMol25 describes a cluster of 2 separate species, C4H13N3 in total. The level of theory is ωB97M-V/def2-TZVPD.

Properties
HOMO level (alpha / beta) = -18.9 / -18.3 eV

ORCA input file:
```
! wB97M-V def2-TZVPD RIJCOSX def2/J DEFGRID3
* xyz 2 1
C -1.152 -2.537 0.164
C 1.421 2.509 -0.115
C -0.036 1.973 0.078
C -0.314 0.477 -0.461
N -2.366 -2.603 0.467
N 0.030 -0.422 0.412
N 1.402 -0.945 0.223
H -0.708 -3.362 -0.329
H 2.106 1.885 0.334
H 1.420 2.606 -1.167
H 1.410 3.550 0.227
H -0.543 2.759 -0.526
H -0.340 2.050 1.119
H -1.471 0.523 -0.591
H -0.014 0.500 -1.536
H -2.988 -3.368 0.141
H -2.942 -2.172 1.308
H 1.202 -1.790 -0.328
H 1.892 -1.254 1.074
H 1.992 -0.377 -0.495
*
```

=====

<two>
This record from OMol25 describes the ion C4H13N3 with charge +2. The level of theory is ωB97M-V/def2-TZVPD.

Properties
HOMO level = -16.4 eV
SMILES = N/C=C(\[NH3+])CC[NH3+]

ORCA input file:
```
! wB97M-V def2-TZVPD RIJCOSX def2/J DEFGRID3
* xyz 2 1
N 2.376 0.428 -1.954
C 1.530 0.616 -0.935
C 0.700 -0.317 -0.426
N 0.748 -1.759 -0.792
C -0.065 -0.021 0.854
C -1.433 0.594 0.575
N -2.325 0.796 1.764
H 2.872 1.183 -2.391
H 2.616 -0.462 -2.357
H 1.546 1.605 -0.588
H 0.763 -1.886 -1.807
H -0.121 -2.211 -0.509
H 1.585 -2.137 -0.348
H 0.514 0.679 1.457
H -0.092 -0.864 1.553
H -1.498 1.388 -0.169
H -1.951 -0.088 -0.117
H -1.888 0.425 2.611
H -2.691 1.742 1.924
H -3.186 0.289 1.656
*
```

=====

Winner for stability: <two>

=====

<one>
This record from OMol25 describes a cluster of 3 separate species, C4H14O2S in total. The level of theory is ωB97M-V/def2-TZVPD.

Properties
HOMO level = -8.2 eV
SMILES = CCCSC.O.O

ORCA input file:
```
! wB97M-V def2-TZVPD RIJCOSX def2/J DEFGRID3
* xyz 0 1
C 0.482 1.752 -1.767
C 1.405 1.147 -0.706
C 0.511 0.449 0.420
S 0.244 -1.285 -0.167
C -1.137 -1.701 1.004
H -0.289 2.323 -1.305
H 0.947 2.430 -2.484
H -0.052 1.018 -2.321
H 2.050 1.904 -0.232
H 1.946 0.337 -1.221
H -0.397 1.037 0.400
H 1.210 0.422 1.249
H -1.050 -1.450 2.075
H -1.835 -0.942 0.570
H -1.600 -2.690 0.887
O 2.707 -1.492 2.191
H 3.537 -1.600 1.725
H 2.218 -2.315 2.214
O -3.670 0.176 -0.469
H -3.948 -0.450 -1.142
H -3.278 0.929 -0.919
*
```

=====

<two>
This record from OMol25 describes a cluster of 3 separate species, C4H14O2S in total. The level of theory is ωB97M-V/def2-TZVPD.

Properties
HOMO level = -8.7 eV
SMILES = CCCSC.O.O

ORCA input file:
```
! wB97M-V def2-TZVPD RIJCOSX def2/J DEFGRID3
* xyz 0 1
C 0.522 -2.144 1.218
C 0.699 -0.727 1.809
C 1.192 0.283 0.744
S 0.124 0.306 -0.707
C 0.211 2.041 -1.319
H 1.325 -2.141 0.488
H 0.463 -2.924 1.969
H -0.454 -2.102 0.734
H 1.442 -0.743 2.612
H -0.222 -0.264 2.153
H 2.190 0.046 0.371
H 1.246 1.259 1.221
H 0.131 1.961 -2.396
H -0.617 2.618 -0.921
H 1.139 2.463 -0.949
O -2.366 3.679 0.806
H -1.876 3.616 1.650
H -2.168 2.861 0.371
O -0.285 -3.860 -1.617
H -0.187 -2.969 -1.976
H 0.449 -4.402 -1.942
*
```

=====

Winner for stability: <two>